<one>
Molecular formula: C42H37BiClI2N10O3
Method: DFT, ωB97M-V/def2-TZVPD

```
! wB97M-V def2-TZVPD RIJCOSX def2/J DEFGRID3
* xyz 1 1
Bi -0.24 -0.29 0.78
C 2.42 -1.50 2.75
N 1.05 -1.91 2.41
C 0.88 -3.34 2.07
C 1.56 -3.77 0.80
N 2.62 -3.23 0.27
C 2.89 -3.99 -0.85
C 3.89 -3.84 -1.81
C 3.92 -4.75 -2.86
C 2.98 -5.78 -2.96
C 1.98 -5.94 -2.02
C 1.95 -5.02 -0.97
N 1.11 -4.85 0.11
C 2.97 -0.43 1.85
N 2.42 0.03 0.76
C 3.34 0.93 0.23
C 3.32 1.68 -0.95
C 4.41 2.48 -1.23
C 5.51 2.54 -0.37
C 5.56 1.79 0.79
C 4.47 0.99 1.06
N 4.19 0.11 2.09
H 2.46 -1.16 3.78
H 3.09 -2.36 2.67
H 0.43 -1.74 3.19
H 1.25 -3.99 2.88
H -0.19 -3.51 1.97
H 4.62 -3.05 -1.73
H 4.69 -4.67 -3.61
H 3.04 -6.47 -3.79
H 1.25 -6.74 -2.10
H 0.30 -5.40 0.33
H 2.48 1.61 -1.63
H 4.42 3.06 -2.14
H 6.34 3.19 -0.62
H 6.42 1.84 1.45
H 4.80 -0.12 2.86
I -2.88 -4.71 2.18
C -3.64 -3.05 1.17
C -4.92 -3.13 0.59
C -5.45 -2.06 -0.07
I -7.36 -2.24 -0.91
C -4.71 -0.86 -0.19
C -5.17 0.32 -0.82
C -4.40 1.44 -0.84
C -3.12 1.39 -0.27
N -2.63 0.31 0.29
C -3.41 -0.80 0.37
C -2.85 -1.92 1.09
O -1.67 -1.83 1.65
H -5.49 -4.04 0.69
H -6.16 0.32 -1.27
H -4.75 2.36 -1.29
H -2.49 2.27 -0.28
O -0.79 6.84 -2.85
C -1.11 6.69 -1.48
N 0.04 6.65 -0.61
C 0.86 5.59 -0.36
O 1.84 5.67 0.34
C 0.48 4.27 -0.99
C 0.40 4.06 -2.36
C 0.11 2.79 -2.82
C -0.09 1.77 -1.91
N 0.00 1.96 -0.59
C 0.28 3.19 -0.14
H -0.49 7.75 -3.02
H -1.64 5.75 -1.41
H -1.76 7.49 -1.13
H 0.37 7.52 -0.21
H 0.56 4.88 -3.04
H 0.05 2.59 -3.89
H -0.34 0.76 -2.23
H 0.37 3.32 0.93
N 0.95 -2.89 -3.29
C -0.30 -3.29 -3.67
C -1.16 -2.54 -2.93
N -0.46 -1.69 -2.10
C 0.81 -1.93 -2.35
H 1.83 -3.28 -3.60
H -0.46 -4.05 -4.41
H -2.24 -2.55 -2.93
H 1.65 -1.46 -1.85
Cl -6.17 1.57 4.03
C -4.47 1.43 3.72
C -3.79 2.47 3.11
C -2.44 2.33 2.83
C -1.75 1.16 3.16
C -0.33 0.97 2.71
C -2.44 0.15 3.82
C -3.80 0.28 4.10
H -4.33 3.37 2.84
H -1.91 3.14 2.35
H 0.26 0.45 3.46
H 0.15 1.93 2.51
H -1.93 -0.76 4.11
H -4.33 -0.52 4.61
*
```

* gap between HOMO and LUMO: 7.49 eV



<two>
Molecular formula: C42H37BiClI2N10O3
Method: DFT, ωB97M-V/def2-TZVPD

```
! wB97M-V def2-TZVPD RIJCOSX def2/J DEFGRID3
* xyz 1 1
Bi -0.61 -0.09 -0.31
C 0.98 0.15 2.55
N 0.99 0.95 1.32
C 0.65 2.36 1.54
C -0.83 2.49 1.52
N -1.61 1.46 1.32
C -2.92 1.94 1.32
C -4.13 1.26 1.19
C -5.28 2.02 1.20
C -5.23 3.41 1.36
C -4.04 4.09 1.53
C -2.88 3.32 1.52
N -1.54 3.64 1.65
C 0.95 -1.36 2.23
N -0.05 -1.60 1.19
C -0.98 -2.50 1.69
C -2.05 -3.11 1.05
C -2.82 -4.02 1.77
C -2.53 -4.31 3.09
C -1.45 -3.71 3.74
C -0.68 -2.82 3.02
N 0.42 -2.05 3.41
H 1.83 0.37 3.20
H 0.06 0.38 3.08
H 1.88 0.88 0.83
H 1.06 2.73 2.48
H 1.08 2.95 0.73
H -4.15 0.18 1.08
H -6.24 1.54 1.09
H -6.16 3.97 1.35
H -4.01 5.16 1.66
H -1.16 4.56 1.81
H -2.27 -2.90 0.01
H -3.66 -4.51 1.29
H -3.15 -5.02 3.63
H -1.22 -3.94 4.77
H 1.08 -2.43 4.07
I 3.10 3.49 -1.67
C 1.20 3.48 -2.56
C 0.92 4.40 -3.57
C -0.33 4.44 -4.13
I -0.68 5.80 -5.70
C -1.35 3.58 -3.66
C -2.68 3.59 -4.14
C -3.61 2.73 -3.63
C -3.20 1.85 -2.62
N -1.99 1.81 -2.14
C -1.05 2.64 -2.63
C 0.27 2.55 -2.08
O 0.64 1.69 -1.15
H 1.69 5.08 -3.91
H -2.95 4.29 -4.92
H -4.63 2.74 -3.98
H -3.91 1.15 -2.19
O 0.67 -6.28 -1.59
C -0.56 -6.02 -2.21
N -0.38 -5.51 -3.56
C -0.75 -4.29 -4.06
O -0.25 -3.83 -5.06
C -1.83 -3.56 -3.32
C -3.07 -4.12 -3.03
C -4.02 -3.34 -2.39
C -3.68 -2.05 -2.03
N -2.49 -1.50 -2.30
C -1.61 -2.24 -2.96
H 1.21 -5.48 -1.58
H -1.16 -5.31 -1.64
H -1.07 -6.99 -2.23
H 0.28 -6.02 -4.12
H -3.30 -5.14 -3.32
H -5.00 -3.74 -2.15
H -4.38 -1.41 -1.50
H -0.66 -1.77 -3.21
N 3.19 -1.43 -2.47
C 2.61 -2.66 -2.31
C 1.46 -2.44 -1.61
N 1.35 -1.09 -1.35
C 2.40 -0.51 -1.89
H 4.05 -1.24 -2.96
H 3.05 -3.56 -2.70
H 0.72 -3.13 -1.24
H 2.60 0.55 -1.86
Cl 5.49 -4.85 5.96
C 4.61 -3.99 4.76
C 3.56 -4.61 4.09
C 2.86 -3.91 3.13
C 3.17 -2.58 2.83
C 2.37 -1.85 1.78
C 4.22 -1.98 3.51
C 4.95 -2.68 4.46
H 3.31 -5.64 4.32
H 2.05 -4.40 2.60
H 2.21 -2.53 0.94
H 2.95 -1.00 1.41
H 4.49 -0.95 3.29
H 5.78 -2.21 4.97
*
```

* gap between HOMO and LUMO: 7.04 eV



Bottom line: <one>, by a margin of 0.0363 hartree.